Entry 1:
{"formula": "C20H32N2O3", "method": "ωB97M-V/def2-TZVPD", "smiles": "CCCOc1ccc(C(=O)NCC2(N(C)C)CCCCC2)cc1OC", "total_energy_ev": -30381.9427, "multiplicity": 1, "homo_energy_ev": -8.186, "de_lowest_kcal_mol": 9.7, "species": ["C", "C", "C", "O", "C", "C", "C", "C", "C", "O", "N", "C", "C", "N", "C", "C", "C", "C", "C", "C", "C", "C", "C", "O", "C", "H", "H", "H", "H", "H", "H", "H", "H", "H", "H", "H", "H", "H", "H", "H", "H", "H", "H", "H", "H", "H", "H", "H", "H", "H", "H", "H", "H", "H", "H", "H", "H"], "positions_angstrom": [[-6.314, -0.082, -1.575], [-5.555, 1.053, -0.898], [-5.496, 0.871, 0.619], [-4.845, -0.327, 1.003], [-3.540, -0.559, 0.694], [-3.205, -1.906, 0.577], [-1.917, -2.319, 0.308], [-0.913, -1.373, 0.166], [0.479, -1.791, -0.163], [0.736, -2.675, -0.961], [1.433, -1.119, 0.522], [2.823, -1.148, 0.146], [3.345, 0.273, -0.201], [2.216, 0.985, -0.834], [2.286, 2.432, -0.873], [1.851, 0.478, -2.147], [4.582, 0.175, -1.115], [5.780, -0.464, -0.419], [6.154, 0.308, 0.840], [4.964, 0.370, 1.790], [3.757, 0.997, 1.095], [-1.228, -0.022, 0.276], [-2.521, 0.404, 0.539], [-2.854, 1.732, 0.667], [-1.872, 2.702, 0.400], [-5.847, -1.036, -1.341], [-6.312, 0.048, -2.654], [-7.345, -0.110, -1.230], [-4.538, 1.099, -1.291], [-6.041, 2.008, -1.107], [-6.507, 0.753, 1.020], [-5.026, 1.740, 1.087], [-4.001, -2.623, 0.702], [-1.680, -3.365, 0.204], [1.150, -0.359, 1.120], [2.902, -1.822, -0.710], [3.411, -1.575, 0.961], [1.425, 2.794, -1.434], [2.221, 2.848, 0.131], [3.190, 2.822, -1.365], [1.824, -0.607, -2.150], [2.527, 0.818, -2.943], [0.846, 0.833, -2.383], [4.858, 1.184, -1.435], [4.336, -0.404, -2.006], [5.548, -1.498, -0.160], [6.628, -0.479, -1.108], [7.003, -0.168, 1.334], [6.453, 1.324, 0.567], [4.733, -0.634, 2.151], [5.217, 0.976, 2.663], [2.908, 1.027, 1.781], [4.034, 2.024, 0.853], [-0.444, 0.704, 0.124], [-1.474, 2.608, -0.615], [-2.378, 3.662, 0.501], [-1.048, 2.654, 1.120]], "forces_ev_per_a": [[0.144, 0.177, 0.022], [-0.051, -0.334, 0.320], [-0.274, 0.691, -0.309], [0.312, -0.195, 0.203], [0.131, -0.096, -0.079], [-0.036, 0.247, 0.004], [0.219, 0.092, -0.040], [-0.326, 0.034, -0.096], [0.036, 0.037, 0.325], [-0.048, -0.221, -0.227], [0.187, -0.014, 0.325], [0.103, -0.060, -0.099], [-0.017, 0.051, -0.013], [0.091, 0.239, -0.036], [0.048, -0.045, 0.129], [-0.047, 0.043, 0.070], [-0.156, -0.154, 0.139], [0.113, 0.266, -0.060], [-0.074, -0.291, 0.077], [0.072, 0.210, -0.079], [-0.007, -0.211, -0.044], [-0.017, -0.043, 0.008], [-0.203, 0.134, 0.063], [-0.205, -0.513, 0.058], [0.140, 0.165, -0.022], [-0.005, -0.119, -0.025], [-0.049, -0.059, -0.101], [-0.131, -0.059, 0.005], [0.035, 0.127, -0.004], [0.064, 0.075, 0.014], [0.086, 0.046, -0.051], [-0.148, -0.196, -0.017], [-0.107, -0.060, 0.016], [0.020, -0.115, -0.032], [-0.129, -0.084, -0.106], [0.048, 0.027, 0.093], [0.032, -0.032, -0.167], [-0.011, 0.043, -0.018], [0.049, 0.105, -0.023], [0.031, 0.067, -0.031], [0.001, -0.134, -0.054], [0.017, -0.027, -0.038], [-0.017, -0.028, -0.082], [-0.003, 0.055, -0.069], [-0.051, 0.060, -0.074], [0.047, -0.111, -0.002], [-0.016, -0.112, 0.000], [0.057, 0.070, 0.000], [0.058, 0.063, -0.007], [0.007, -0.026, 0.076], [-0.040, -0.072, 0.044], [-0.106, 0.131, 0.034], [-0.078, 0.092, 0.023], [0.109, 0.123, -0.018], [0.008, -0.013, 0.028], [0.090, -0.035, -0.017], [-0.005, -0.013, -0.039]]}

Entry 2:
{"formula": "C5H7NO", "method": "ωB97M-V/def2-TZVPD", "total_energy_ev": -8832.5523, "multiplicity": 1, "homo_energy_ev": -9.683, "de_lowest_kcal_mol": 84.2, "species": ["O", "C", "C", "C", "C", "C", "N", "H", "H", "H", "H", "H", "H", "H"], "positions_angstrom": [[-1.777, 1.457, 0.442], [-1.536, 0.288, 0.649], [-0.958, -0.498, -0.483], [0.292, -0.108, -1.132], [1.259, 0.630, -0.214], [0.907, -0.474, 0.786], [0.280, -1.328, -0.264], [-1.991, -0.296, 1.482], [-1.757, -0.915, -1.095], [0.382, -0.189, -2.209], [0.977, 1.624, 0.141], [2.262, 0.643, -0.648], [0.004, 0.044, 1.387], [1.567, -0.963, 1.508]], "forces_ev_per_a": [[-0.039, -0.088, 0.879], [-1.369, 0.383, -1.359], [0.259, -0.750, -0.126], [0.178, 0.253, -0.490], [-0.026, 0.145, 0.029], [-1.309, 1.038, 1.466], [-1.069, 0.138, 0.158], [0.366, 0.326, 0.070], [0.305, -0.201, -0.095], [0.092, 0.035, 0.070], [0.121, 0.060, -0.343], [-0.074, -0.193, 0.316], [2.468, -1.356, -0.142], [0.096, 0.209, -0.435]]}

Entry 3:
{"formula": "C2H8F2Nb", "method": "ωB97M-V/def2-TZVPD", "charge": -1, "total_energy_ev": -9184.0554, "multiplicity": 1, "homo_energy_ev": -4.675, "de_lowest_kcal_mol": 59.7, "species": ["F", "C", "C", "Nb", "F", "H", "H", "H", "H", "H", "H", "H", "H"], "positions_angstrom": [[-1.216, 0.420, 1.995], [-0.634, 1.374, 0.982], [-0.791, 0.629, -0.493], [0.701, -1.127, -0.453], [2.387, 0.220, -0.328], [0.527, 1.505, 1.156], [-1.215, 2.412, 0.998], [-0.530, 1.330, -1.397], [-1.891, 0.241, -0.618], [0.879, -1.025, -2.252], [1.830, -2.585, -0.393], [0.706, -1.159, 1.357], [-0.753, -2.235, -0.556]], "forces_ev_per_a": [[1.039, 2.417, -1.761], [0.047, -0.680, -1.516], [-1.404, 0.261, 0.643], [1.974, 3.408, 0.411], [-2.232, -1.561, -0.121], [-2.510, -0.200, 0.209], [1.113, -2.354, 0.478], [-0.402, -1.064, 1.824], [1.877, 1.090, 0.257], [0.249, -0.467, -0.781], [-0.512, -0.476, -0.146], [0.304, -0.545, 0.494], [0.458, 0.171, 0.010]]}

no.,strongest force on any atom (eV/Å)
1,0.80
2,2.82
3,3.96